*1*
Entry from the Open Molecules 2025 dataset: one molecule with the formula C4H5BO2 (the ωB97M-V functional and the def2-TZVPD basis).

Atoms and positions in Å:
B -1.22 0.70 0.16
C 0.99 1.27 0.48
C 1.44 0.25 -0.16
C -0.88 -0.85 0.08
C 0.63 -1.07 -0.16
O -1.47 -1.90 0.36
O -2.24 1.44 -0.15
H 1.30 2.18 0.72
H 2.51 0.32 -0.42
H 0.72 -1.60 -1.13
H 1.14 -1.62 0.64
H -2.93 0.87 -0.41

Charge ... 0
Multiplicity ... 1
Gap between HOMO and LUMO ... 8.16 eV
LUMO level ... -0.3 eV

=====

*2*
Entry from the Open Molecules 2025 dataset: one molecule with the formula C4H5BO2 (the ωB97M-V functional and the def2-TZVPD basis).

Atoms and positions in Å:
O 1.08 2.02 -0.31
C 0.54 0.96 -0.06
C -0.97 0.95 0.25
C -1.33 -0.39 -0.18
C -0.29 -1.29 -0.14
B 1.01 -0.57 0.08
O 2.48 -1.07 0.11
H -1.48 1.77 -0.08
H -1.13 0.97 1.38
H -2.36 -0.63 -0.42
H -0.51 -2.40 -0.48
H 2.95 -0.34 -0.14

Charge ... 0
Multiplicity ... 1
Gap between HOMO and LUMO ... 8.79 eV
SMILES ... O=C1CC=CB1O
LUMO level ... -0.6 eV

=====

*2* wins, 50.4 kcal/mol ahead of the next structure.

=====

*1*
Entry from the Open Molecules 2025 dataset: an isolated ion of composition C12H19N2 and charge +1 (the ωB97M-V functional and the def2-TZVPD basis).

Atoms and positions in Å:
C -1.19 -1.15 -2.14
N -1.18 -0.32 -0.95
C -2.39 -0.13 -0.28
C -2.06 0.17 1.12
N -0.73 -0.42 1.33
C -0.01 -0.05 2.52
C -0.06 -0.28 -0.07
C 0.98 -1.81 -0.28
C 2.29 -1.68 -0.14
C 2.93 -0.40 0.24
C 2.29 0.76 0.16
C 0.91 0.87 -0.26
C 0.65 1.73 -1.50
C 0.35 2.35 -0.12
H -2.04 -0.69 -2.70
H -0.31 -1.00 -2.85
H -1.38 -2.16 -1.83
H -2.88 -1.05 -0.36
H -3.01 0.59 -0.60
H -1.95 1.28 1.29
H -2.88 -0.29 1.79
H -0.74 -1.54 1.34
H 0.13 1.01 2.37
H -0.46 -0.35 3.40
H 0.90 -0.56 2.66
H 0.54 -2.72 -0.61
H 2.95 -2.58 -0.45
H 3.98 -0.49 0.61
H 2.81 1.71 0.12
H -0.27 1.49 -2.03
H 1.46 2.11 -2.00
H 1.00 3.20 0.10
H -0.62 2.39 0.15

Charge ... +1
Multiplicity ... 1
Gap between HOMO and LUMO ... 9.17 eV
SMILES ... CN1CC[N@H+](C)[C@@]12C=CC=CC21CC1
LUMO level ... -3.0 eV

=====

*2*
Entry from the Open Molecules 2025 dataset: an isolated ion of composition C12H19N2 and charge +1 (the ωB97M-V functional and the def2-TZVPD basis).

Atoms and positions in Å:
C 3.97 0.28 0.74
C 2.71 0.11 0.01
C 2.13 -1.27 -0.07
C 0.90 -1.43 -0.96
N -0.22 -0.68 -0.35
C -1.12 -1.38 0.61
C -2.35 -1.92 0.32
C -3.37 -1.30 -0.53
C -3.99 -0.14 -0.21
C -3.35 0.46 0.97
C -2.02 0.77 0.94
N -1.40 1.22 -0.22
C -1.94 2.48 -0.78
C -0.51 0.52 -0.83
H 3.77 -0.15 1.75
H 4.81 -0.25 0.29
H 4.14 1.33 0.81
H 2.06 0.70 0.65
H 2.71 0.59 -0.97
H 2.83 -1.86 -0.61
H 2.01 -1.65 0.98
H 0.78 -2.49 -0.91
H 1.19 -0.94 -1.88
H -0.43 -1.93 1.27
H -2.76 -2.56 1.00
H -3.83 -2.01 -1.12
H -4.90 0.13 -0.73
H -3.79 0.14 1.92
H -1.49 1.22 1.76
H -2.91 2.20 -1.00
H -2.02 3.31 -0.06
H -1.60 2.54 -1.75
H 0.06 1.02 -1.53

Charge ... +1
Multiplicity ... 1
Gap between HOMO and LUMO ... 9.18 eV
SMILES ... CCCC[n+]1ccccccn(C)c1
LUMO level ... -3.4 eV

=====

*2* wins, 2.4 kcal/mol ahead of the next structure.

=====

*1*
Entry from the Open Molecules 2025 dataset: C44H48AsClF6N4O5P2Se2Ta as an isolated structure (the ωB97M-V functional and the def2-TZVPD basis).

Atoms and positions in Å:
Ta -0.63 0.93 0.35
O 2.34 -0.33 -2.25
C 1.74 -0.06 -1.25
O 0.59 0.61 -1.23
C 2.16 -0.42 0.14
C 3.34 -1.03 0.53
C 3.53 -1.26 1.89
C 2.56 -0.88 2.81
C 1.42 -0.28 2.33
N 1.24 -0.07 1.03
C 0.26 0.25 3.12
O 0.16 0.23 4.31
O -0.65 0.80 2.29
H 4.07 -1.31 -0.21
H 4.44 -1.74 2.24
H 2.68 -1.03 3.88
Se -1.05 -1.67 -0.10
P -2.92 -1.50 1.07
Se -3.32 0.61 0.84
C -2.59 -2.00 2.76
C -1.65 -2.99 3.04
C -1.44 -3.37 4.36
C -2.16 -2.77 5.38
C -3.10 -1.79 5.09
C -3.32 -1.40 3.78
C -4.19 -2.53 0.34
C -5.22 -1.97 -0.40
C -6.18 -2.79 -0.98
C -6.09 -4.17 -0.82
C -5.06 -4.73 -0.08
C -4.11 -3.91 0.51
H -1.07 -3.45 2.25
H -0.71 -4.14 4.59
H -1.99 -3.07 6.41
H -3.65 -1.31 5.89
H -4.03 -0.61 3.56
H -5.29 -0.89 -0.53
H -6.99 -2.36 -1.55
H -6.84 -4.81 -1.27
H -5.00 -5.80 0.05
H -3.32 -4.35 1.11
F -1.72 1.44 -1.61
P -2.01 3.16 -1.61
F -3.49 2.83 -1.19
F -2.17 4.67 -1.30
F -2.32 3.13 -3.13
F -0.44 3.30 -1.82
F -1.58 2.86 0.15
C 6.35 5.12 1.85
C 5.76 3.74 1.53
C 6.91 2.72 1.49
C 4.83 3.34 2.68
C 5.01 3.75 0.17
O 4.59 2.42 -0.16
C 5.90 4.34 -0.96
C 5.71 3.72 -2.36
C 4.34 3.83 -2.97
C 3.56 2.69 -3.17
C 2.30 2.77 -3.76
C 1.82 4.01 -4.15
Cl 0.26 4.12 -4.91
C 2.57 5.16 -3.96
C 3.82 5.05 -3.38
C 3.71 4.60 0.18
N 2.52 3.89 0.63
C 1.89 2.93 -0.01
N 0.85 2.54 0.73
C 0.90 3.35 1.84
N 1.90 4.18 1.80
H 6.79 5.10 2.85
H 5.60 5.90 1.86
H 7.14 5.41 1.16
H 7.51 2.81 2.39
H 7.58 2.86 0.64
H 6.53 1.69 1.47
H 5.41 3.15 3.58
H 4.28 2.42 2.44
H 4.11 4.12 2.92
H 5.38 1.88 -0.27
H 6.95 4.23 -0.70
H 5.72 5.42 -1.01
H 6.00 2.67 -2.33
H 6.43 4.21 -3.01
H 3.94 1.72 -2.88
H 1.71 1.88 -3.91
H 2.18 6.11 -4.28
H 4.42 5.95 -3.25
H 3.50 4.94 -0.83
H 3.82 5.47 0.82
H 2.17 2.58 -0.99
H 0.19 3.31 2.65
C -0.81 0.42 -5.39
As -1.09 -0.56 -3.75
C -0.37 -2.33 -4.02
C -3.02 -0.64 -3.34
C -3.55 -1.80 -4.11
C -3.93 -1.65 -5.45
C -4.38 -2.74 -6.17
C -4.44 -4.00 -5.58
C -4.07 -4.15 -4.25
C -3.63 -3.06 -3.52
H -1.39 -0.07 -6.17
H 0.25 0.38 -5.64
H -1.12 1.45 -5.26
H -0.82 -2.74 -4.93
H -0.62 -2.96 -3.17
H 0.71 -2.24 -4.14
H -3.42 0.32 -3.64
H -3.10 -0.76 -2.26
H -3.90 -0.67 -5.91
H -4.69 -2.62 -7.20
H -4.79 -4.85 -6.14
H -4.14 -5.13 -3.78
H -3.35 -3.18 -2.47

Charge ... +2
Multiplicity ... 2
Gap between HOMO and LUMO (alpha / beta) ... 6.62 / 5.62 eV
Expectation value of S² ... 0.75
LUMO level (alpha / beta) ... -6.3 / -7.3 eV

=====

*2*
Entry from the Open Molecules 2025 dataset: C44H48AsClF6N4O5P2Se2Ta as an isolated structure (the ωB97M-V functional and the def2-TZVPD basis).

Atoms and positions in Å:
Ta -0.20 3.32 -2.00
O 0.18 4.33 -5.96
C 0.40 3.90 -4.87
O -0.47 3.91 -3.83
C 1.68 3.25 -4.42
C 2.89 3.22 -5.10
C 3.98 2.68 -4.43
C 3.86 2.19 -3.13
C 2.61 2.24 -2.55
N 1.57 2.76 -3.20
C 2.26 1.93 -1.12
O 3.01 1.51 -0.30
O 0.97 2.29 -0.87
H 2.96 3.63 -6.09
H 4.95 2.66 -4.92
H 4.70 1.79 -2.58
Se -2.67 3.80 -1.53
P -2.98 2.23 -3.08
Se -1.14 1.05 -2.78
C -3.20 2.96 -4.68
C -3.69 4.26 -4.82
C -3.92 4.76 -6.10
C -3.66 3.97 -7.21
C -3.17 2.68 -7.06
C -2.94 2.17 -5.80
C -4.39 1.24 -2.63
C -5.59 1.90 -2.37
C -6.71 1.17 -2.03
C -6.64 -0.22 -1.94
C -5.44 -0.87 -2.20
C -4.31 -0.15 -2.54
H -3.88 4.88 -3.96
H -4.29 5.76 -6.22
H -3.83 4.37 -8.20
H -2.97 2.07 -7.93
H -2.56 1.16 -5.68
H -5.65 2.98 -2.43
H -7.64 1.67 -1.83
H -7.51 -0.79 -1.68
H -5.39 -1.95 -2.14
H -3.38 -0.67 -2.74
F 1.75 4.78 -1.42
P 0.81 5.98 -0.71
F -0.08 5.77 -2.08
F -0.29 6.87 -0.08
F 1.67 7.11 -1.32
F 1.62 5.81 0.62
F -0.15 4.53 -0.20
C -2.04 -5.83 2.30
C -0.57 -5.57 2.67
C 0.27 -6.65 1.97
C -0.44 -5.75 4.19
C -0.14 -4.11 2.25
O -1.23 -3.19 2.52
C 1.03 -3.52 3.04
C 2.45 -4.11 2.97
C 3.19 -3.62 1.75
C 3.57 -4.44 0.70
C 4.23 -3.92 -0.41
C 4.52 -2.57 -0.45
Cl 5.32 -1.90 -1.85
C 4.19 -1.74 0.60
C 3.53 -2.27 1.69
C 0.04 -4.06 0.74
N 0.33 -2.75 0.18
C -0.28 -1.57 0.27
N 0.35 -0.66 -0.45
C 1.37 -1.38 -0.99
N 1.40 -2.64 -0.64
H -2.28 -6.87 2.53
H -2.24 -5.69 1.24
H -2.74 -5.20 2.85
H -0.01 -7.62 2.39
H 1.34 -6.53 2.11
H 0.07 -6.70 0.90
H -0.88 -6.70 4.47
H -0.98 -4.98 4.75
H 0.60 -5.74 4.52
H -1.63 -3.44 3.36
H 0.71 -3.51 4.09
H 1.11 -2.47 2.75
H 2.45 -5.20 3.03
H 2.98 -3.76 3.85
H 3.34 -5.50 0.73
H 4.50 -4.56 -1.24
H 4.45 -0.69 0.57
H 3.28 -1.62 2.52
H -0.87 -4.44 0.28
H 0.88 -4.67 0.43
H -1.17 -1.43 0.86
H 2.12 -0.97 -1.65
C 1.46 3.91 3.69
As 1.21 2.77 2.15
C -0.69 2.56 2.04
C 1.91 0.95 2.51
C 1.46 0.61 3.89
C 2.29 0.88 4.98
C 1.90 0.52 6.26
C 0.67 -0.08 6.46
C -0.17 -0.35 5.38
C 0.23 0.00 4.10
H 0.88 3.49 4.51
H 1.10 4.90 3.44
H 2.52 3.96 3.95
H -1.01 2.09 2.97
H -0.95 1.93 1.19
H -1.17 3.54 1.95
H 2.99 1.00 2.38
H 1.49 0.34 1.72
H 3.26 1.35 4.82
H 2.56 0.71 7.10
H 0.36 -0.35 7.46
H -1.12 -0.82 5.54
H -0.41 -0.25 3.26

Charge ... +2
Multiplicity ... 2
Gap between HOMO and LUMO (alpha / beta) ... 5.75 / 4.82 eV
Expectation value of S² ... 0.76
LUMO level (alpha / beta) ... -6.7 / -7.7 eV

=====

*1* wins, 44.5 kcal/mol ahead of the next structure.

=====

*1*
Entry from the Open Molecules 2025 dataset: a 4-piece molecular cluster, C3H13O3S overall (the ωB97M-V functional and the def2-TZVPD basis).

Atoms and positions in Å:
C 0.78 -0.15 1.95
C 1.53 0.98 1.25
C 1.84 0.68 -0.21
S 2.81 -0.86 -0.51
H -0.28 -0.19 1.69
H 0.88 -0.12 3.04
H 1.18 -1.13 1.68
H 0.87 1.86 1.33
H 2.38 1.30 1.86
H 2.33 1.51 -0.73
H 0.87 0.62 -0.73
H -4.16 0.16 -0.31
H -3.98 1.15 0.79
O -4.66 0.66 0.33
H 1.30 -1.43 -1.96
H 0.24 -2.64 -2.24
O 0.48 -1.74 -2.40
H -1.09 -0.88 -1.65
H -1.51 0.50 -1.83
O -1.80 -0.28 -1.36

Charge ... -1
Multiplicity ... 1
Gap between HOMO and LUMO ... 6.40 eV
LUMO level ... 3.5 eV

=====

*2*
Entry from the Open Molecules 2025 dataset: a 4-piece molecular cluster, C3H13O3S overall (the ωB97M-V functional and the def2-TZVPD basis).

Atoms and positions in Å:
C 2.10 0.88 1.36
C 2.33 1.06 -0.12
C 1.22 0.59 -1.08
S -0.27 1.60 -1.03
H 1.76 -0.15 1.51
H 3.02 1.04 1.93
H 1.32 1.58 1.68
H 3.32 0.64 -0.39
H 2.48 2.13 -0.27
H 1.72 0.44 -2.06
H 0.99 -0.45 -0.80
H -1.20 -2.48 2.07
H -0.72 -1.85 0.80
O -0.61 -2.66 1.33
H -1.15 0.73 0.81
H -1.00 0.69 2.35
O -1.30 0.16 1.61
H -1.78 -1.85 -1.89
H -2.10 -2.95 -1.01
O -2.56 -2.35 -1.61

Charge ... -1
Multiplicity ... 1
Gap between HOMO and LUMO ... 6.70 eV
LUMO level ... 3.6 eV

=====

*1* wins, 2.2 kcal/mol ahead of the next structure.

=====

*1*
Entry from the Open Molecules 2025 dataset: one molecule with the formula C2H3BrN2S (the ωB97M-V functional and the def2-TZVPD basis).

Atoms and positions in Å:
Br 2.66 -0.34 0.13
N 0.93 0.07 -0.52
C -0.25 -1.12 -0.07
S -1.64 -0.13 0.44
C -0.72 1.36 0.19
N 0.47 1.26 -0.21
H -0.41 -1.66 -1.00
H 0.13 -1.75 0.73
H -1.19 2.31 0.33

Charge ... 0
Multiplicity ... 1
Gap between HOMO and LUMO ... 8.31 eV
SMILES ... BrN1CSC=N1
LUMO level ... -0.1 eV

=====

*2*
Entry from the Open Molecules 2025 dataset: one molecule with the formula C2H3BrN2S (the ωB97M-V functional and the def2-TZVPD basis).

Atoms and positions in Å:
C 0.13 -1.15 -0.16
C 0.72 0.08 -0.56
N -1.05 -1.26 0.32
N -0.96 1.19 -0.04
S -1.89 0.06 0.70
Br 2.54 0.21 0.32
H 0.78 -1.90 0.23
H 0.60 0.76 -1.35
H -0.87 2.01 0.53

Charge ... 0
Multiplicity ... 1
Gap between HOMO and LUMO ... 7.70 eV
LUMO level ... -0.8 eV

=====

*3*
Entry from the Open Molecules 2025 dataset: C2H3BrN2S as an isolated structure (the ωB97M-V functional and the def2-TZVPD basis).

Atoms and positions in Å:
C -0.32 0.49 -1.18
C 0.13 -0.24 0.04
N -1.40 1.17 -1.13
N -0.70 0.50 1.25
S -1.98 1.27 0.38
Br -0.14 -2.27 0.04
H 0.26 0.44 -2.11
H 1.18 0.08 0.37
H -0.87 -0.26 1.88

Charge ... 0
Multiplicity ... 1
Gap between HOMO and LUMO ... 8.29 eV
LUMO level ... -0.1 eV

=====

*3* wins, 19.3 kcal/mol ahead of the next structure.